Entry 1:
Below is C30H22BrIrN4 as an isolated structure, with properties calculated with ωB97M-V/def2-TZVPD.

```
58
Properties=species:S:1:pos:R:3:forces:R:3:lowdin_spin:R:1
Ir -0.00794 -0.08192 0.25203 0.028 -0.080 0.110 2.755
Br -1.57381 -1.61638 2.65795 -0.022 -0.037 -0.019 0.079
N -2.07208 0.70217 -0.14210 -0.116 -0.071 0.024 0.160
N 2.14672 0.42160 -0.51708 0.163 -0.081 -0.032 0.172
N 0.38003 0.28860 2.36776 0.005 0.165 0.008 0.135
N 0.13111 2.07561 -0.36901 0.001 0.056 -0.039 0.138
C 0.15332 -4.90985 -0.65530 0.060 -0.005 0.089 0.165
C -0.52790 -4.12035 -1.58468 -0.023 -0.037 -0.092 0.010
C 4.78721 1.16661 -0.83450 0.010 0.021 0.006 -0.001
C -1.77137 -2.55407 -3.55650 0.048 0.100 0.062 0.064
C -0.48412 -2.69950 -1.47734 0.161 0.099 -0.110 0.041
C 4.43501 -0.17111 -0.81690 0.025 -0.005 -0.024 0.006
C 2.47822 1.72213 -0.58433 -0.123 -0.017 -0.008 0.013
C 1.32870 2.65441 -0.53971 -0.004 -0.074 -0.019 0.017
C 0.92876 -2.92875 0.48357 -0.091 -0.048 -0.060 0.104
C 0.22712 -2.09527 -0.41086 -0.109 -0.016 0.206 0.355
C 1.41959 1.55357 4.10194 0.035 0.014 -0.004 0.003
C -0.99244 2.80951 -0.38580 -0.038 -0.104 0.010 0.018
C 3.79087 2.12893 -0.72678 0.079 0.016 -0.040 0.008
C -0.94745 4.18178 -0.54386 0.017 0.063 -0.009 0.004
C -4.61783 1.74559 -0.26217 -0.006 0.011 0.004 0.008
C 0.64497 0.89665 5.05073 -0.026 -0.019 0.050 0.014
C -0.26039 -0.07333 4.64506 0.054 0.031 0.034 0.004
C 0.89310 -4.30738 0.37213 0.004 -0.029 -0.064 0.099
C 1.26632 1.22384 2.77603 -0.005 -0.125 0.006 0.020
C 1.43781 4.02378 -0.71181 0.002 0.068 0.003 0.003
C -1.23236 -4.71572 -2.65297 -0.033 0.055 -0.047 0.187
C 0.28674 4.79382 -0.70316 -0.013 0.022 -0.010 0.005
C -1.10398 -1.94294 -2.48501 -0.077 -0.044 -0.061 0.189
C -3.51117 2.58214 -0.32435 -0.066 0.034 -0.028 0.006
C -3.13846 -0.10820 -0.10462 0.076 0.026 -0.023 0.027
C 3.10121 -0.50293 -0.65299 -0.055 0.086 -0.002 0.022
C -0.35776 -0.33351 3.29579 0.006 0.012 -0.026 0.023
C -1.84848 -3.93055 -3.63390 0.026 -0.098 0.040 0.064
C -2.24693 2.02905 -0.26907 0.112 -0.008 0.013 0.018
C -4.42967 0.37582 -0.16425 -0.032 0.011 -0.012 0.004
H -1.04398 -0.86070 -2.44416 -0.026 0.008 -0.014 0.017
H 4.04780 3.17734 -0.76662 -0.001 -0.005 -0.002 0.001
H 0.12759 -5.98919 -0.74420 -0.007 0.003 0.015 0.005
H -2.37074 -4.40497 -4.45379 0.004 -0.004 0.006 0.001
H -3.64698 3.64875 -0.42595 0.003 -0.005 0.010 0.001
H -2.22095 -1.94302 -4.32782 -0.006 0.008 0.015 0.001
H -1.28676 -5.79627 -2.71346 0.016 0.005 -0.011 0.006
H -1.85185 4.77157 -0.55566 0.007 -0.004 0.003 0.001
H 1.43793 -4.92533 1.07402 -0.003 0.004 0.000 0.003
H 1.86358 1.68906 2.00491 -0.024 0.019 -0.015 0.001
H 2.13853 2.30785 4.38817 0.000 -0.003 0.005 0.001
H 2.39986 4.48871 -0.86721 -0.006 -0.001 0.005 0.001
H 0.34848 5.86559 -0.83820 0.000 -0.002 0.008 0.000
H -5.26576 -0.30827 -0.13184 0.002 0.002 0.007 0.001
H 1.51126 -2.49905 1.29202 -0.028 0.016 0.022 0.007
H 0.74425 1.13353 6.10233 0.009 -0.003 -0.007 0.001
H 5.82140 1.46485 -0.94404 -0.003 -0.003 -0.014 0.000
H -5.61538 2.16317 -0.29920 0.002 -0.005 -0.010 0.000
H -2.93708 -1.16801 -0.02319 0.012 -0.004 0.001 0.003
H -0.87208 -0.61341 5.35328 -0.015 0.010 -0.004 0.001
H 5.17460 -0.95096 -0.93132 -0.002 0.000 0.015 0.001
H 2.78361 -1.53511 -0.64201 -0.003 -0.024 0.034 0.005
```
Positions in Å, forces in eV/Å.

The LUMO energy (alpha / beta) comes out at -0.3272 / -0.4317 hartree. Its spin multiplicity is 6. The frontier orbital gap (alpha / beta) comes out at 7.62 / 5.64 eV. The relative energy (zero: lowest compared OMol25 entry of this formula, charge and spin) comes out at 1.1 kcal per mole. As for the net charge: +3.

***

Entry 2:
Below is an isolated ion of composition C5H8N and charge +1 at a distorted geometry, with properties calculated with ωB97M-V/def2-TZVPD.

```
14
Properties=species:S:1:pos:R:3:forces:R:3:lowdin_spin:R:1
N -0.12905 -0.00403 -0.41992 -0.043 2.971 -4.126 0.273
C 0.04532 0.00377 -1.75499 -0.026 2.982 8.485 0.346
C -0.02219 0.11797 2.28341 0.037 4.042 -4.586 0.076
C -0.07378 -0.43173 0.84522 -1.370 -4.425 2.712 0.568
C 0.11813 1.27472 -1.05801 2.775 -0.914 -0.205 0.028
C 0.02936 -0.82082 -2.76208 -0.095 -6.056 -2.317 0.584
H 0.34336 1.19809 2.25327 -0.398 -1.451 0.451 0.000
H -0.06038 -1.92336 -2.51684 0.068 1.446 -0.807 0.020
H -0.92208 0.04007 2.81225 -1.564 -0.124 0.516 0.022
H -0.33549 -1.51838 0.81176 0.439 0.798 0.382 0.020
H 0.65714 -0.52122 2.65547 2.593 -1.892 2.008 0.014
H 0.22357 -0.43909 -3.69749 0.220 0.342 -2.171 0.032
H -0.59260 1.93513 -1.28932 -3.374 2.431 -0.143 0.007
H 1.03836 1.76859 -0.80043 0.736 -0.151 -0.199 0.009
```
Positions in Å, forces in eV/Å.

The LUMO energy (alpha / beta) comes out at -0.1185 / -0.3166 hartree. Its spin multiplicity is 3. The frontier orbital gap (alpha / beta) comes out at 8.55 / 7.81 eV. The relative energy (zero: lowest compared OMol25 entry of this formula, charge and spin) comes out at 89.0 kcal per mole. As for the net charge: +1.

***

Entry 3:
Below is the molecule C6H13NO at a distorted geometry, with properties calculated with ωB97M-V/def2-TZVPD.

```
21
Properties=species:S:1:pos:R:3:forces:R:3:mulliken_charge:R:1
O -1.11234 1.83735 2.81762 0.097 -0.311 0.014 -0.454
N 1.54840 -1.11717 -1.15462 -0.577 0.818 0.691 -0.358
C -0.95079 -0.34439 0.85743 0.357 -1.675 -0.820 -0.461
C 1.31122 0.05240 -0.28362 0.784 0.802 -1.510 -0.353
C 1.38296 -0.97793 -2.60271 -0.059 -1.139 0.127 -0.869
C -1.95699 1.50803 2.02328 -0.286 1.552 -0.179 -0.094
C 0.59366 -0.25503 0.98016 -0.614 0.222 1.294 -1.023
C -1.64151 0.99639 0.64504 0.064 0.096 -0.369 -0.356
H -2.51317 0.98028 -0.05211 0.433 -0.263 0.863 0.319
H -3.02212 1.68181 2.30195 0.079 -0.448 -0.165 0.344
H 2.27150 0.56177 -0.12492 -0.014 -0.304 0.329 0.323
H 0.37224 -0.74533 -2.98929 0.080 0.082 0.438 0.278
H 1.61731 -2.01629 -2.89544 -0.018 0.606 -0.769 0.342
H -0.88348 1.59773 0.12457 -0.313 0.423 0.428 0.192
H 2.06694 -0.27383 -3.09471 0.107 -0.249 0.504 0.300
H -1.20934 -0.84972 1.78683 -0.720 0.127 0.010 0.334
H 0.74235 0.84510 -0.80442 -0.138 -0.293 -0.173 0.201
H -1.29533 -1.01160 0.02982 0.598 0.183 0.546 0.308
H 0.93608 -1.84957 -0.81259 0.109 -0.102 -0.294 0.236
H 0.77805 0.52415 1.73917 -0.006 0.017 -0.429 0.359
H 0.96434 -1.14413 1.50858 0.035 -0.143 -0.537 0.432
```
Positions in Å, forces in eV/Å.

The LUMO energy comes out at 0.0332 hartree. As for the SMILES: CNCCCCC=O. The frontier orbital gap comes out at 9.66 eV. The relative energy (zero: lowest compared OMol25 entry of this formula, charge and spin) comes out at 46.5 kcal per mole. As for the net charge: 0.

***

Entry 4:
Below is a 5-piece molecular cluster, C27H62F6N4OP overall at a distorted geometry, with properties calculated with ωB97M-V/def2-TZVPD.

```
101
Properties=species:S:1:pos:R:3:forces:R:3:mulliken_charge:R:1
P -0.47043 -0.20861 -0.34320 -1.320 -0.904 -0.867 1.480
F -1.83653 0.48438 0.21888 0.264 -0.361 0.853 -0.407
F -1.34008 -0.75281 -1.59258 1.093 0.751 -0.156 -0.194
F -0.23373 1.31973 -1.02752 0.787 -1.504 0.479 -0.377
F 0.36931 0.19525 1.04650 -0.274 1.303 -0.099 -0.564
F -0.78051 -1.58536 0.40570 -0.145 -0.117 0.162 -0.399
F 0.93264 -0.76718 -0.86509 -0.263 0.404 -0.824 -0.335
O -2.60356 1.60606 2.79285 1.990 1.293 -0.896 -0.384
N -0.76688 2.54828 1.62817 -1.040 2.132 -0.245 0.434
N -5.07583 0.69392 -3.10586 -0.473 -0.012 2.733 0.270
N 1.97605 -2.90252 3.35304 -1.290 -0.021 -0.899 0.387
N 4.21089 1.00374 -1.42221 -0.354 -1.076 1.260 0.154
C 3.06910 -3.50743 4.21767 0.401 -0.487 -0.340 -0.728
C -7.61589 -1.87379 -1.43759 0.100 0.631 -0.757 -1.362
C -0.92878 2.72760 4.18533 -0.864 0.084 -0.764 -1.331
C -3.88559 1.81972 -4.81810 -0.115 -0.888 -0.645 -0.756
C 3.40970 3.15211 -0.59931 1.288 -0.553 1.114 -0.770
C 2.97413 1.65138 -0.64763 0.757 1.760 -2.407 -0.251
C 5.24595 0.59715 -0.37405 0.226 0.171 -0.042 -0.797
C 0.71837 -2.65730 4.20992 -0.682 0.575 0.462 -0.987
C 3.82661 -0.30432 -2.23101 0.224 1.764 0.949 -0.550
C 4.77192 2.07312 -2.31648 0.118 -0.058 -1.171 -0.522
C 3.82277 -2.32340 4.81422 -0.461 -1.523 1.256 -0.818
C -6.30832 -1.04468 -1.51302 0.157 0.528 -0.537 -0.115
C 4.98750 -0.83225 -3.07073 0.753 0.875 0.208 -0.253
C 2.59364 -1.57538 2.76070 0.134 -2.028 0.655 0.384
C -4.36825 1.34852 -1.85551 0.087 -0.529 -0.907 -1.366
C 5.03227 -2.32366 -3.17427 -1.467 -0.493 -0.325 -1.419
C 4.30798 3.44897 -1.84764 -0.729 -0.634 0.770 -0.772
C -4.21745 -0.36308 -3.74372 0.350 0.111 -0.300 -0.663
C -0.50055 -1.97353 3.50958 0.056 -0.042 -0.288 0.958
C -5.29248 1.74722 -4.13138 1.560 0.095 -2.184 -0.516
C -1.58883 -1.51106 4.50660 0.809 0.062 0.415 -1.601
C 3.55475 -1.21845 3.85639 0.419 2.815 0.025 -0.650
C -3.19809 0.44616 -4.49605 1.069 1.852 0.517 -0.302
C -6.39493 0.01435 -2.63607 -0.392 0.845 -0.172 -1.043
C 1.57082 -3.81135 2.20366 1.170 0.667 -0.016 -1.013
C -1.57189 2.22771 2.83455 -0.976 -0.965 3.545 0.765
C -1.63137 3.46815 0.71196 -0.151 -1.754 0.417 -0.717
H 4.47045 1.85959 -3.34197 -0.513 -0.032 0.114 0.355
H 3.68894 3.95878 -2.58588 0.330 -0.100 -0.172 0.338
H -6.83248 -0.40625 -3.54147 0.161 -0.087 -0.080 0.507
H -1.00047 -2.69505 2.86336 0.188 -0.153 -0.062 0.364
H 4.01712 3.24257 0.30122 0.044 0.472 0.076 0.333
H -1.62676 2.62376 5.01606 -0.256 -0.357 -0.356 0.395
H 4.90274 -0.25167 0.21741 -0.369 0.182 -0.098 0.243
H 2.11031 1.74017 -1.30646 0.093 -1.174 -0.316 0.125
H -7.02501 0.86407 -2.37327 -0.145 -0.094 0.229 0.539
H 4.92292 -0.42912 -4.08139 -0.461 -0.095 -0.133 0.377
H 0.35437 -3.58556 4.65030 0.372 -0.552 -0.584 0.535
H -5.07099 1.99239 -1.32664 -0.277 -0.568 0.042 0.397
H 2.36817 -3.69156 1.47018 -0.086 -0.222 -0.092 0.408
H -3.31825 2.71677 -4.57006 0.078 -0.262 0.327 0.343
H 2.63583 -4.25992 4.87656 -0.246 0.467 0.301 0.446
H 3.15102 -1.86343 1.86938 -0.247 -0.292 -0.026 0.435
H -8.43004 -1.17591 -1.24207 -0.128 -0.113 0.184 0.354
H -6.15307 -0.50156 -0.58081 0.205 -0.273 0.142 0.298
H -0.17298 -1.19459 2.82107 -0.007 0.187 0.280 -0.774
H -0.73345 3.79963 4.15911 0.288 0.079 -0.338 0.445
H -5.96690 1.39476 -4.91178 -0.361 -0.252 0.455 0.425
H 4.00961 -2.54731 -3.47800 0.082 -0.603 -1.034 0.374
H -4.87763 -0.97765 -4.35572 0.081 0.027 -0.006 0.497
H -3.88765 0.56140 -1.27451 -0.659 -0.086 0.222 0.486
H 1.86107 -0.82781 2.45644 -0.158 -0.365 0.436 -0.734
H 0.07080 3.04271 1.90010 0.342 0.092 0.247 0.453
H 5.85397 1.97740 -2.40647 -0.002 -0.048 0.609 0.477
H -7.83591 -2.31114 -2.41145 0.072 -0.074 -0.079 0.344
H 3.76423 -4.10473 3.62764 -0.235 0.221 -0.703 0.450
H 5.51595 1.42472 0.28193 -0.464 0.163 -0.074 0.427
H -5.60377 2.74964 -3.83755 -0.212 -0.486 0.842 0.328
H 5.03243 -2.95485 -2.28562 0.981 0.521 0.444 0.342
H 5.78892 -2.58396 -3.91441 -0.321 -0.500 0.163 0.357
H -2.45974 -0.97345 4.13163 0.078 -0.503 -0.801 0.374
H -0.02146 2.20282 4.48448 0.125 -0.090 -0.457 0.287
H 6.19810 0.29315 -0.80889 -0.320 0.015 -0.491 0.381
H 2.58721 3.86238 -0.51485 -0.098 -0.295 -0.042 0.472
H -2.35377 2.71758 0.39121 -0.193 0.534 -0.385 0.333
H -2.68024 0.07898 -5.38211 -0.578 -0.602 0.139 0.518
H -0.50463 1.67656 1.19063 0.113 -0.435 -0.511 -0.367
H 1.01746 -2.14611 5.12498 0.299 0.639 -0.281 0.524
H 2.97569 0.01919 -2.83048 0.029 -0.184 -0.071 0.510
H -1.05875 3.85780 -0.12970 0.057 -0.031 0.392 0.298
H 5.18810 4.04889 -1.61618 -0.374 0.209 0.142 0.312
H -3.92492 1.79498 -5.90711 -0.697 0.563 0.040 0.345
H 4.87720 -2.53299 4.99409 -0.028 -0.151 -0.489 0.361
H 0.66128 -3.40288 1.76323 -0.044 -0.532 0.167 0.366
H 1.59578 -4.85492 2.51743 -0.650 0.190 0.107 0.334
H -1.91773 -2.41163 5.02516 -0.237 0.273 0.296 0.411
H -2.39654 0.65196 -3.78663 0.212 -0.102 0.038 -0.047
H 2.67433 1.13737 0.26562 0.598 -0.044 -0.123 0.113
H 4.49006 -0.87831 3.41186 -0.060 0.249 0.051 0.436
H -7.67242 -2.69162 -0.71920 0.470 0.317 0.161 0.372
H -3.53039 2.00154 -2.09973 -0.152 -0.075 -0.905 0.481
H -3.72743 -0.95752 -2.97260 -0.347 -0.082 -0.042 0.335
H -5.42079 -1.62218 -1.77164 -0.110 -0.473 0.489 0.304
H 5.97502 -0.45132 -2.81035 -0.066 0.155 0.771 0.345
H 3.46295 -2.14094 5.82681 -0.281 0.366 -0.117 0.354
H 3.45175 -0.94152 -1.43003 0.176 -0.387 -0.298 0.195
H 3.11051 -0.38296 4.39742 0.349 0.231 0.081 0.343
H -2.13467 4.19998 1.34377 0.365 0.135 -0.165 0.380
H -1.20996 -0.77844 5.21922 0.375 -0.281 0.363 0.369
```
Positions in Å, forces in eV/Å.

The LUMO energy comes out at -0.2463 hartree. The frontier orbital gap comes out at 11.16 eV. As for the net charge: +3.